# 1
Molecular formula: C33H96AgB2F3N8O11PtS
Method: DFT, ωB97M-V with the def2-TZVPD basis set

Multiplicity: 3
Kohn-Sham gap (alpha / beta) (eV): 6.559 / 7.491
E_HOMO (alpha / beta) (eV): -7.0358 / -7.9902
Net charge: 0
<S²>: 2.004

Element x y z (Å)
Ag -2.78 -0.31 -3.56
Pt -0.93 -0.56 0.43
B -1.28 0.47 -1.69
H -1.51 -0.51 -2.07
H -1.49 1.23 -2.43
H -1.95 0.54 -0.85
H -0.28 0.57 -1.30
B 0.68 0.84 1.35
H -0.13 1.13 0.70
H 0.34 0.97 2.37
H 0.88 -0.21 1.19
H 1.49 1.50 1.09
C -4.60 -3.55 -0.12
F -5.53 -4.16 -0.93
F -5.20 -2.56 0.50
F -4.17 -4.39 0.77
S -3.16 -2.78 -1.20
O -2.30 -2.04 -0.25
O -2.46 -3.83 -1.96
O -3.95 -1.92 -2.14
C -4.35 0.66 0.70
C -3.26 1.36 1.50
C -3.75 2.19 2.65
O -4.67 1.55 3.56
C -4.97 2.29 4.66
N -2.32 0.31 1.94
H -5.10 1.31 0.25
H -5.03 0.03 1.27
H -3.97 0.08 -0.14
H -2.82 1.98 0.72
H -4.33 2.99 2.19
H -2.88 2.58 3.19
H -5.64 1.80 5.37
H -5.57 3.17 4.44
H -4.04 2.54 5.17
H -2.82 -0.41 2.45
H -1.68 0.78 2.56
C 3.18 2.32 -1.09
C 2.89 0.98 -1.74
C 3.95 0.71 -2.79
O 4.04 1.59 -3.90
C 2.96 1.25 -4.75
N 2.84 0.02 -0.68
H 2.37 2.62 -0.44
H 3.24 3.08 -1.86
H 4.14 2.33 -0.57
H 1.88 0.90 -2.16
H 4.00 -0.33 -3.11
H 4.91 0.80 -2.28
H 3.06 0.31 -5.31
H 3.03 1.98 -5.56
H 1.99 1.42 -4.28
H 3.79 -0.24 -0.45
H 2.35 0.34 0.14
C -0.57 -4.38 3.28
C -1.36 -3.24 2.65
C -2.27 -2.53 3.62
O -3.28 -1.86 2.89
C -4.51 -1.85 3.58
N -0.47 -2.26 1.99
H 0.21 -4.72 2.60
H -1.28 -5.16 3.52
H -0.21 -3.95 4.21
H -1.98 -3.63 1.84
H -1.68 -1.83 4.21
H -2.69 -3.32 4.23
H -5.21 -1.15 3.12
H -4.31 -1.53 4.60
H -4.92 -2.86 3.57
H 0.03 -1.87 2.77
H 0.31 -2.72 1.54
C -0.89 4.12 -0.21
C -0.89 4.63 -1.65
C 0.37 4.22 -2.46
O 0.20 4.73 -3.73
C 1.28 4.72 -4.71
N -2.15 4.05 -2.28
H 0.03 4.31 0.34
H -0.84 3.03 -0.28
H -1.78 4.43 0.33
H -0.89 5.72 -1.64
H 0.51 3.16 -2.66
H 1.32 4.44 -1.98
H 1.01 5.12 -5.68
H 1.61 3.69 -4.88
H 2.07 5.36 -4.31
H -1.85 4.13 -3.25
H -2.34 3.06 -2.20
C 2.87 4.09 2.36
C 1.89 4.42 3.52
C 1.96 5.86 4.11
O 0.97 5.96 5.23
C 0.97 7.29 5.72
N 0.56 3.97 3.02
H 2.80 3.07 1.98
H 3.90 4.19 2.72
H 2.77 4.86 1.59
H 2.04 3.91 4.47
H 1.74 6.60 3.34
H 2.93 6.17 4.48
H 0.43 8.02 5.11
H 1.99 7.67 5.75
H 0.50 7.34 6.70
H -0.13 3.88 3.75
H 0.57 3.08 2.54
C -0.91 -1.57 -6.40
C -1.57 -2.63 -5.49
C -1.29 -4.01 -6.06
O -1.95 -5.06 -5.49
C -2.37 -6.09 -6.36
N -1.16 -2.42 -4.11
H -1.40 -1.49 -7.37
H 0.17 -1.68 -6.56
H -0.95 -0.62 -5.87
H -2.60 -2.31 -5.61
H -0.22 -4.12 -5.90
H -1.49 -4.03 -7.13
H -2.61 -6.96 -5.75
H -1.52 -6.41 -6.97
H -3.29 -5.79 -6.87
H -0.17 -2.57 -3.97
H -1.59 -3.12 -3.52
C 3.51 0.22 4.30
C 2.84 -1.11 3.70
C 3.22 -2.37 4.45
O 4.62 -2.60 4.27
C 4.83 -3.29 3.01
N 1.41 -0.88 3.79
H 2.99 1.08 3.86
H 4.57 0.20 4.04
H 3.39 0.31 5.38
H 3.14 -1.22 2.66
H 2.69 -3.24 4.05
H 2.90 -2.29 5.49
H 4.31 -2.85 2.16
H 4.53 -4.34 3.05
H 5.88 -3.35 2.73
H 1.10 -0.78 4.74
H 1.13 -0.06 3.28
C 0.49 -4.36 -1.07
C 1.55 -3.17 -0.84
C 2.51 -3.10 -2.01
O 1.69 -2.69 -3.20
C 2.34 -2.73 -4.44
N 0.71 -1.98 -0.78
H 0.93 -5.31 -0.77
H 0.13 -4.32 -2.10
H -0.39 -4.20 -0.45
H 2.06 -3.34 0.11
H 2.91 -4.09 -2.20
H 3.29 -2.36 -1.85
H 2.30 -3.71 -4.91
H 3.31 -2.25 -4.37
H 1.78 -2.00 -5.03
H 0.38 -1.83 -1.72
H 1.46 -1.30 -0.88


# 2
Molecular formula: C33H97N17O12
Method: DFT, ωB97M-V with the def2-TZVPD basis set

Relative energy (zero: lowest compared OMol25 entry of this formula, charge and spin) (kJ/mol): 852.5
Kohn-Sham gap (eV): 8.788
E_HOMO (eV): -8.4452
Net charge: 0
SMILES string: COC[C@H](C)N.COC[C@H](C)N.COC[C@H](C)N.COC[C@H](C)N.COC[C@H](C)N.COC[C@H](C)N.COC[C@H](C)N.NC(N)=O.NC(N)=O.NC(N)=O.NC(N)=O.NC(N)=O

Element x y z (Å)
C 2.52 4.60 2.63
O 2.18 3.56 3.16
N 3.53 5.27 2.89
N 1.82 5.22 1.74
H 4.10 5.22 3.72
H 3.56 6.06 2.26
H 2.04 6.20 1.62
H 1.04 4.73 1.34
C 1.87 0.03 5.65
O 0.68 0.26 5.87
N 2.64 0.83 5.03
N 2.46 -1.08 6.06
H 3.63 0.60 4.99
H 2.28 1.67 4.62
H 1.93 -1.68 6.68
H 3.44 -1.27 5.91
C 3.29 -4.25 2.28
O 2.53 -4.97 2.95
N 4.60 -4.17 2.36
N 2.83 -3.44 1.42
H 5.05 -4.71 3.08
H 5.16 -3.69 1.67
H 1.86 -3.31 1.68
H 3.40 -2.77 0.92
C -0.91 -4.53 2.03
O -0.87 -4.09 3.15
N -0.14 -5.42 1.44
N -1.95 -4.28 1.25
H 0.61 -5.76 2.04
H -0.31 -5.55 0.45
H -2.60 -3.73 1.80
H -2.00 -4.76 0.37
C -5.17 -2.87 1.26
O -4.18 -2.47 0.75
N -5.82 -2.32 2.19
N -5.76 -3.92 0.93
H -6.70 -2.73 2.49
H -5.57 -1.44 2.62
H -6.62 -4.11 1.43
H -5.48 -4.28 0.03
C -3.21 0.53 5.52
C -4.60 0.87 5.00
C -5.02 2.40 5.17
O -3.95 3.30 4.84
C -4.23 4.66 5.22
N -4.61 0.66 3.55
H -3.14 0.70 6.60
H -2.47 1.17 5.05
H -3.02 -0.49 5.19
H -5.33 0.32 5.59
H -5.39 2.34 6.19
H -5.90 2.56 4.55
H -4.37 4.82 6.29
H -5.16 4.91 4.71
H -3.38 5.33 5.11
H -5.57 0.75 3.27
H -4.08 1.42 3.14
C -0.38 -3.24 -2.54
C -0.05 -3.77 -3.96
C 0.17 -2.67 -5.08
O -1.07 -1.99 -5.23
C -0.76 -0.99 -6.16
N 1.13 -4.59 -3.84
H 0.43 -2.68 -2.07
H -0.74 -4.05 -1.92
H -1.34 -2.73 -2.58
H -0.85 -4.49 -4.13
H 0.65 -3.00 -6.00
H 0.82 -1.92 -4.62
H -0.50 -1.32 -7.17
H 0.01 -0.27 -5.88
H -1.63 -0.35 -6.31
H 1.55 -4.75 -4.74
H 1.84 -4.00 -3.42
C 6.17 2.17 5.36
C 6.38 3.12 4.19
C 5.69 2.63 2.81
O 6.20 3.41 1.77
C 5.71 3.02 0.44
N 6.02 4.54 4.52
H 6.78 2.30 6.25
H 6.15 1.12 5.06
H 5.14 2.28 5.70
H 7.44 3.14 3.95
H 4.60 2.61 2.91
H 5.92 1.57 2.66
H 6.47 2.27 0.21
H 5.74 3.88 -0.23
H 4.76 2.49 0.42
H 6.43 5.09 3.78
H 6.38 4.79 5.43
C 5.23 -0.86 -5.60
C 3.76 -1.27 -5.08
C 3.46 -0.77 -3.59
O 4.61 -0.95 -2.83
C 4.41 -0.51 -1.48
N 2.72 -0.86 -6.06
H 6.12 -1.31 -5.16
H 5.20 0.23 -5.66
H 5.36 -1.33 -6.58
H 3.81 -2.36 -5.09
H 2.54 -1.22 -3.25
H 3.32 0.30 -3.76
H 4.23 0.56 -1.39
H 5.25 -0.76 -0.83
H 3.55 -0.99 -1.01
H 2.55 0.13 -6.16
H 3.09 -1.02 -6.98
C -5.09 -1.46 -4.99
C -4.58 -1.54 -3.54
C -5.67 -1.94 -2.59
O -6.69 -1.06 -2.77
C -7.76 -1.10 -1.86
N -3.55 -2.57 -3.46
H -4.27 -1.40 -5.71
H -5.69 -0.55 -5.12
H -5.70 -2.35 -5.17
H -4.10 -0.60 -3.30
H -5.41 -1.87 -1.53
H -6.03 -2.96 -2.61
H -8.78 -1.04 -2.26
H -7.76 -0.20 -1.24
H -7.78 -2.05 -1.32
H -2.84 -2.36 -4.16
H -3.17 -2.71 -2.53
C -0.75 -0.38 -0.39
C -0.91 -0.73 1.15
C 0.19 -0.21 2.04
O 1.55 -0.65 1.67
C 2.39 0.42 1.55
N -2.25 -0.16 1.52
H 0.23 -0.78 -0.66
H -0.80 0.69 -0.59
H -1.58 -0.78 -0.97
H -0.86 -1.81 1.25
H 0.14 -0.55 3.08
H 0.01 0.86 2.04
H 2.02 1.39 1.21
H 3.21 0.20 0.88
H 2.83 0.53 2.54
H -2.91 -0.82 1.14
H -2.46 -0.30 2.49
C 1.07 2.59 -3.27
C -0.20 2.64 -4.14
C -1.34 3.42 -3.41
O -2.37 3.63 -4.38
C -3.51 4.28 -3.75
N 0.17 3.48 -5.26
H 0.78 2.07 -2.36
H 1.41 3.54 -2.86
H 1.89 2.01 -3.69
H -0.52 1.63 -4.42
H -0.88 4.24 -2.86
H -1.73 2.67 -2.72
H -3.23 5.26 -3.37
H -3.80 3.55 -2.99
H -4.34 4.40 -4.43
H -0.72 3.42 -5.72
H 0.16 4.46 -4.99


# 3
Molecular formula: C34H103N5O22
Method: DFT, ωB97M-V with the def2-TZVPD basis set

Kohn-Sham gap (eV): 9.417
E_HOMO (eV): -9.1940
Net charge: 0

Element x y z (Å)
O 3.03 4.91 0.70
H 3.60 4.36 0.15
H 2.27 5.11 0.14
O 5.75 3.76 1.36
H 5.73 2.91 1.83
H 5.35 4.39 1.97
O 6.13 0.25 -1.70
H 6.03 1.20 -1.67
H 7.00 0.07 -1.32
C 1.17 -0.63 -5.23
C 1.14 0.89 -5.23
O 2.40 1.43 -4.79
O 1.54 -1.05 -3.93
H 1.79 -1.04 -6.03
H 0.14 -0.92 -5.46
H 0.41 1.19 -4.47
H 0.84 1.34 -6.17
H 2.66 0.82 -4.09
H 0.95 -1.79 -3.72
C -2.10 2.84 1.34
C -2.94 4.07 1.20
O -4.26 3.83 1.68
O -2.64 1.77 0.54
H -2.12 2.60 2.40
H -1.09 3.05 0.98
H -3.01 4.44 0.16
H -2.58 4.96 1.71
H -4.68 3.20 1.09
H -2.09 1.01 0.79
C 0.04 3.07 -3.02
C -0.55 3.40 -4.35
O -1.52 2.40 -4.69
O -0.76 3.48 -1.90
H 1.03 3.47 -2.85
H 0.03 1.97 -2.98
H 0.24 3.38 -5.11
H -1.00 4.40 -4.29
H -2.04 2.68 -5.45
H -1.55 2.93 -1.84
C 0.42 -3.43 6.19
C 1.38 -3.19 5.03
O 0.77 -2.30 4.13
O 1.04 -4.03 7.30
H -0.32 -4.15 5.83
H -0.12 -2.50 6.42
H 1.61 -4.13 4.52
H 2.33 -2.82 5.45
H 1.20 -2.32 3.25
H 1.78 -3.51 7.62
C -1.59 -4.64 1.37
C -1.14 -4.89 2.77
O -2.19 -4.94 3.73
O -2.03 -3.29 1.16
H -2.35 -5.29 0.93
H -0.73 -4.77 0.70
H -0.44 -4.12 3.14
H -0.50 -5.77 2.84
H -2.32 -3.99 3.93
H -2.97 -3.21 1.39
C -1.50 -5.08 -2.28
C -1.11 -4.36 -3.58
O 0.23 -3.96 -3.62
O -2.76 -5.72 -2.40
H -1.42 -4.34 -1.48
H -0.69 -5.80 -2.11
H -1.76 -3.52 -3.81
H -1.32 -5.15 -4.33
H 0.82 -4.70 -3.44
H -2.98 -6.03 -1.52
C -5.51 2.17 -2.04
C -4.31 2.63 -2.86
O -3.35 1.57 -2.76
O -5.23 2.34 -0.67
H -5.66 1.10 -2.23
H -6.43 2.71 -2.26
H -3.92 3.58 -2.47
H -4.47 2.88 -3.92
H -2.62 1.80 -3.36
H -4.35 2.01 -0.43
C 5.50 3.67 -2.36
C 5.24 5.16 -2.36
C 6.18 5.96 -1.47
O 5.77 7.32 -1.56
C 6.52 8.13 -0.68
N 5.23 5.70 -3.69
H 5.38 3.27 -1.35
H 6.52 3.43 -2.69
H 4.75 3.17 -2.97
H 4.26 5.23 -1.84
H 7.24 5.88 -1.79
H 6.16 5.62 -0.43
H 7.50 8.32 -1.13
H 6.56 7.70 0.32
H 5.98 9.07 -0.53
H 4.61 5.17 -4.30
H 4.86 6.62 -3.88
C -1.81 0.11 4.85
C -2.44 -1.19 5.40
C -3.78 -0.96 6.06
O -3.75 -0.22 7.23
C -4.94 -0.32 8.01
N -2.56 -2.19 4.32
H -2.35 0.35 3.93
H -0.75 -0.08 4.65
H -1.85 0.92 5.57
H -1.72 -1.56 6.14
H -4.27 -1.95 6.14
H -4.50 -0.52 5.34
H -5.84 -0.13 7.40
H -4.94 0.58 8.62
H -4.94 -1.27 8.54
H -3.36 -1.83 3.78
H -1.81 -2.02 3.65
C -1.14 -0.77 -1.71
C -0.07 -0.66 -0.64
C 0.93 0.47 -0.86
O 1.77 0.54 0.27
C 2.70 1.60 0.18
N -0.60 -0.51 0.73
H -1.57 -1.77 -1.68
H -0.74 -0.60 -2.71
H -1.88 0.02 -1.59
H 0.58 -1.55 -0.63
H 0.35 1.40 -0.92
H 1.46 0.35 -1.81
H 2.10 2.49 -0.05
H 3.39 1.41 -0.65
H 3.26 1.84 1.08
H 0.23 -0.63 1.29
H -1.31 -1.20 0.96
C 3.20 -3.34 0.41
C 3.64 -2.49 1.59
C 4.86 -1.71 1.12
O 5.49 -1.16 2.28
C 6.70 -0.53 1.97
N 2.57 -1.62 2.08
H 3.10 -2.76 -0.51
H 2.29 -3.92 0.58
H 3.95 -4.11 0.21
H 3.95 -3.21 2.36
H 4.64 -0.89 0.42
H 5.53 -2.37 0.55
H 7.07 -0.05 2.88
H 6.58 0.30 1.25
H 7.49 -1.17 1.55
H 3.02 -1.03 2.78
H 2.31 -1.04 1.28
C -6.76 -2.34 -0.63
C -5.56 -2.82 -1.47
C -4.78 -1.72 -2.16
O -3.79 -2.17 -3.09
C -4.30 -2.93 -4.17
N -4.58 -3.48 -0.56
H -6.36 -1.66 0.12
H -7.27 -3.20 -0.21
H -7.46 -1.91 -1.34
H -5.90 -3.64 -2.12
H -4.27 -1.00 -1.53
H -5.51 -1.12 -2.73
H -4.72 -3.88 -3.82
H -3.47 -3.17 -4.83
H -5.08 -2.49 -4.81
H -3.70 -3.50 -1.07
H -4.83 -4.44 -0.36